Record 1
14
Properties=species:S:1:pos:R:3:forces:R:3:lowdin_charge:R:1 method="wB97M-V/def2-TZVPD" gap_ev=10.8 e_homo_ev=-10.25 spin_multiplicity=1 de_lowest_kj_mol=156.46
N 0.320 -0.219 -1.909 0.939 0.374 0.613 0.1572
C -0.955 -1.725 -0.060 -0.885 -0.892 0.521 -0.2517
H -1.154 -1.652 -1.159 -0.114 -0.631 0.758 0.1367
C 0.161 0.237 -0.738 -2.048 2.036 -0.313 -0.3911
H -0.043 -1.307 2.271 0.361 0.447 -0.472 0.1568
O -1.263 -2.604 0.718 0.163 0.548 -1.006 0.0588
H 1.208 1.796 -0.289 1.371 0.957 0.936 0.0796
C 0.359 -0.536 1.569 0.512 0.556 0.973 -0.2245
H 0.688 0.535 -2.512 -0.610 -0.408 0.205 0.0838
H -0.237 2.533 -0.671 -0.911 -0.194 -1.027 0.0848
N -0.317 -0.555 0.344 0.878 -1.491 -0.832 -0.0030
C 0.161 1.658 -0.200 1.255 -0.688 -1.051 -0.0026
O 1.240 0.263 1.834 -0.906 -1.334 -0.095 0.0571
H -0.167 1.576 0.801 -0.005 0.721 0.790 0.0580



Record 2
14
Properties=species:S:1:pos:R:3:forces:R:3:lowdin_charge:R:1 method="wB97M-V/def2-TZVPD" gap_ev=9.8 e_homo_ev=-9.27 smiles="C[C@@H]1OC(N)=NC1=O" spin_multiplicity=1 de_lowest_kj_mol=79.38
H -2.337 -1.930 0.199 0.124 -0.080 0.192 0.1222
H -0.247 0.537 -1.520 -0.008 -0.133 0.079 0.1458
N 0.826 -1.434 0.534 -1.359 -1.210 -0.451 0.1898
C 0.374 2.021 -0.052 -0.261 0.285 -0.050 -0.0450
H -0.514 2.659 -0.114 0.114 -0.034 -0.061 0.0804
H 0.737 2.057 0.979 -0.033 -0.126 -0.117 0.0925
C -0.470 -1.208 0.413 -0.806 -1.360 2.237 -0.4615
O -0.975 0.039 0.369 0.781 -1.022 -1.452 0.0481
C 1.374 -0.392 -0.096 -0.883 3.019 -1.250 -0.4471
N -1.401 -2.173 0.490 0.330 0.079 -0.240 0.2117
O 2.508 -0.107 -0.380 -0.389 -0.345 0.181 0.0796
H 1.153 2.443 -0.693 -0.114 -0.166 0.047 0.0897
C 0.052 0.607 -0.472 2.616 0.933 0.718 -0.2297
H -1.079 -3.120 0.343 -0.111 0.162 0.167 0.1236



Record 3
14
Properties=species:S:1:pos:R:3:forces:R:3:lowdin_charge:R:1 method="wB97M-V/def2-TZVPD" gap_ev=8.1 e_homo_ev=-7.87 smiles=Nc1[nH]cc(O)c1O spin_multiplicity=1 de_lowest_kj_mol=416.63
H 1.402 2.071 -0.226 -3.986 0.850 1.455 0.1741
C 0.189 0.667 -0.163 -0.700 3.035 2.119 -0.2609
N -0.555 -1.300 -0.116 -4.865 -3.234 1.298 0.0072
C -1.015 0.015 -0.096 0.556 -0.694 -0.402 -0.2980
H 2.904 0.401 -0.937 -0.704 -0.970 5.277 0.2544
H -2.748 0.350 1.120 1.037 -0.158 -3.689 0.1363
H -2.759 1.318 -0.395 1.372 -3.563 1.280 0.1416
O 2.617 0.179 0.197 0.596 1.174 -5.951 -0.0378
H -1.306 -2.014 0.304 2.728 1.727 -1.614 0.2103
C 0.805 -1.437 -0.067 -0.541 -2.817 1.751 -0.0937
O 0.340 2.047 0.062 4.540 -0.973 -2.195 -0.0242
N -2.474 0.274 0.001 0.242 3.129 2.172 0.0155
C 1.298 -0.218 0.024 0.247 2.139 -0.758 -0.3614
H 1.301 -2.353 0.290 -0.523 0.355 -0.745 0.1366



Record 4
14
Properties=species:S:1:pos:R:3:forces:R:3:lowdin_charge:R:1 method="wB97M-V/def2-TZVPD" gap_ev=8.5 e_homo_ev=-7.97 spin_multiplicity=1 de_lowest_kj_mol=433.27
O -0.696 0.464 0.746 -3.507 0.186 2.789 0.0832
H -2.695 0.536 -1.661 -0.709 -0.028 0.910 0.0975
N -2.656 0.085 -0.738 3.708 -0.363 -0.494 0.1235
C 0.618 0.197 0.838 0.999 0.931 0.926 -0.3934
O 2.147 -0.949 -0.461 1.946 4.610 -6.345 -0.0719
C -0.168 -0.136 -1.254 -0.442 -0.275 -0.910 0.0197
H -3.111 0.531 0.008 -1.169 0.985 0.658 0.0596
H 1.384 -0.944 2.493 -0.569 3.328 -1.464 0.1473
H 2.612 -0.408 -1.488 -1.388 -3.136 4.683 0.2634
H -0.376 -0.305 -2.333 0.956 -0.190 0.928 0.1150
C 1.046 -0.058 -0.396 -0.536 -3.253 -0.438 -0.2970
N 1.200 0.092 2.106 1.899 -1.219 2.534 0.0581
H 1.923 0.802 2.566 -2.322 -2.083 -2.081 0.1407
C -1.229 0.094 -0.427 1.132 0.508 -1.698 -0.3458



Record 5
14
Properties=species:S:1:pos:R:3:forces:R:3:lowdin_charge:R:1 method="wB97M-V/def2-TZVPD" gap_ev=9.4 e_homo_ev=-8.55 spin_multiplicity=1 de_lowest_kj_mol=496.74
H 3.389 0.542 -0.391 -0.571 -0.573 0.283 0.0845
N 2.661 -0.083 -0.034 1.366 -1.100 -0.837 -0.0203
C -1.280 -1.396 -0.113 -0.489 -3.173 -1.795 -0.0829
C -0.919 0.705 0.511 -0.910 2.315 -1.228 -0.3291
H -3.056 -0.017 -0.109 2.177 -0.746 0.352 0.1566
C 0.393 -0.016 0.380 1.636 1.249 -1.524 -0.3164
C -1.944 -0.277 0.037 -0.697 0.730 0.490 -0.0369
H 0.216 1.810 -0.814 -5.140 0.982 2.015 0.2780
H -1.751 -2.396 -0.501 1.636 1.878 0.970 0.1564
O -1.023 1.945 -0.328 6.106 -2.321 -0.795 -0.1603
N 1.527 0.629 0.244 -2.394 -2.215 0.206 -0.0073
H -1.095 0.957 1.542 -0.116 0.522 0.548 0.1386
H 2.713 -1.075 -0.454 -0.931 2.295 0.817 0.1305
O 0.168 -1.330 0.030 -1.672 0.156 0.498 0.0086



Record 6
15
Properties=species:S:1:pos:R:3:forces:R:3:lowdin_charge:R:1 method="wB97M-V/def2-TZVPD" gap_ev=10.4 e_homo_ev=-9.82 smiles="C[C@@]1(N=C=O)O[C@@]1(N)O" spin_multiplicity=1 de_lowest_kj_mol=164.08
H -2.340 -1.227 -0.068 0.161 0.180 0.066 0.1210
O -0.366 -0.387 -1.245 -0.385 -0.054 -0.948 0.1074
H 1.419 -1.496 1.403 -0.040 -0.105 -0.213 0.0951
O -1.793 -0.777 0.593 -0.166 -0.220 -0.039 0.0670
H -1.676 1.675 0.870 -0.225 0.054 0.350 0.0938
C 0.531 -0.354 -0.146 -0.235 0.059 0.901 -0.4417
C 1.555 1.818 -0.399 0.250 0.258 0.048 -0.3223
C 1.043 -1.659 0.387 -0.146 -0.199 -0.097 0.0132
H 0.232 -2.397 0.408 0.281 0.203 0.033 0.0876
O 1.837 2.922 -0.576 -0.053 1.149 -0.244 0.1815
H -1.737 1.746 -0.776 0.071 -0.027 0.129 0.1067
H 1.862 -2.024 -0.246 -0.185 0.076 0.167 0.0922
C -0.891 0.063 -0.039 0.368 -0.013 0.458 -0.5730
N -1.185 1.452 0.026 0.085 -0.082 -0.717 0.1551
N 1.509 0.644 -0.191 0.221 -1.279 0.106 0.2166



Record 7
15
Properties=species:S:1:pos:R:3:forces:R:3:lowdin_charge:R:1 method="wB97M-V/def2-TZVPD" gap_ev=9.4 e_homo_ev=-8.97 smiles=Cc1c(CO)no[n+]1[O-] spin_multiplicity=1 de_lowest_kj_mol=547.31
O -2.074 0.149 -0.589 0.929 -0.587 -0.129 -0.0389
O 1.850 -1.740 -0.287 2.034 0.399 0.272 0.0554
N 0.595 -2.069 -0.107 -2.363 0.300 0.143 0.1008
O 3.027 0.232 -0.111 1.347 -0.205 -0.468 0.0523
C -0.104 -0.954 0.058 0.481 -1.246 -0.617 -0.2207
H 1.170 2.094 -0.848 -0.040 -0.025 0.099 0.0845
C -1.566 -0.932 0.195 -1.187 -0.455 0.488 -0.1796
C 0.617 1.656 -0.018 -1.207 0.389 1.780 -0.0020
N 1.970 -0.344 -0.170 -2.149 0.567 0.372 -0.2211
C 0.728 0.149 -0.043 1.381 1.309 -0.031 -0.1655
H -2.878 0.399 -0.172 -1.126 0.507 0.267 0.0730
H 1.019 2.072 0.965 -0.073 -0.620 -1.280 0.1078
H -1.887 -0.829 1.251 0.407 0.205 -0.306 0.1361
H -0.458 2.006 -0.009 1.231 -0.665 -0.410 0.0890
H -2.011 -1.890 -0.113 0.335 0.128 -0.179 0.1288



Record 8
15
Properties=species:S:1:pos:R:3:forces:R:3:lowdin_charge:R:1 method="wB97M-V/def2-TZVPD" gap_ev=10.4 e_homo_ev=-9.89 smiles="N[C@@H]1CC(=O)N(O)C1=O" spin_multiplicity=1 de_lowest_kj_mol=206.31
H -1.380 1.511 1.917 -0.028 -0.248 -0.221 0.0767
H 0.884 1.415 0.793 -0.114 -0.166 0.016 0.1415
C 1.379 -0.363 -0.246 2.299 0.382 1.054 -0.4148
N 0.444 -0.581 -1.205 0.514 -0.687 -1.333 -0.0067
H -1.907 1.667 0.363 0.017 -0.266 0.234 0.0849
O 0.770 -1.109 -2.450 -0.019 0.173 0.701 0.1039
C -0.840 -0.336 -0.820 -2.886 0.063 -0.269 -0.3578
H 1.646 -1.511 -2.284 -0.098 0.136 -0.042 0.1227
N -1.720 0.995 1.108 -0.145 0.027 -0.453 0.0543
C -0.766 -0.026 0.674 -0.258 1.110 0.433 -0.2904
H 1.069 -0.014 1.859 0.180 0.149 -0.228 0.1341
C 0.700 0.340 0.893 -0.092 -0.592 0.247 -0.0352
O -1.857 -0.386 -1.494 1.773 0.030 0.667 0.1258
O 2.567 -0.641 -0.312 -1.187 -0.123 -0.665 0.1020
H -0.990 -0.961 1.203 0.043 0.012 -0.142 0.1590



Record 9
16
Properties=species:S:1:pos:R:3:forces:R:3:lowdin_charge:R:1 method="wB97M-V/def2-TZVPD" gap_ev="8.1 / 8.1" e_homo_ev="-9.03 / -9.02" spin_multiplicity=1 de_lowest_kj_mol=982.05
H 2.547 -0.262 -1.474 -0.558 1.455 1.872 0.1464
C 0.941 -0.504 -0.113 -3.246 3.574 0.847 -0.0942
N 0.909 -1.864 -0.373 -1.301 -1.271 0.363 -0.4014
O -1.491 -0.689 0.554 -0.545 0.197 -0.119 -0.1067
O 1.575 -2.318 -1.259 1.536 -0.325 -1.360 0.0865
C 2.010 0.358 -0.641 0.063 -1.814 -1.729 -0.0887
C -2.951 -0.046 0.841 1.981 1.520 -0.244 0.0644
O 0.144 -2.529 0.289 -0.315 -0.651 0.713 0.0875
H 2.907 2.251 -1.041 0.049 -0.824 0.313 0.0760
C 2.212 1.656 -0.427 1.480 -0.551 -2.323 0.0352
H -3.068 0.135 1.939 0.623 -0.292 -0.920 0.0795
O -0.379 1.312 0.427 -0.419 -1.744 -0.286 0.0244
H -3.700 -0.842 0.551 1.381 1.011 -0.283 0.0983
H -2.959 0.996 0.323 -0.299 -2.198 0.601 0.1027
H 1.621 2.261 0.140 -1.497 1.088 1.864 0.0127
N -0.319 0.085 0.263 1.066 0.825 0.690 -0.1226



Record 10
14
Properties=species:S:1:pos:R:3:forces:R:3:lowdin_charge:R:1 method="wB97M-V/def2-TZVPD" gap_ev=8.8 e_homo_ev=-8.20 smiles=Cc1c(O)cnn1S spin_multiplicity=1 de_lowest_kj_mol=248.49
H 1.821 2.804 -0.498 0.137 0.127 -0.291 -0.1344
H 0.468 -0.193 2.356 -0.280 -0.009 -0.208 0.0849
C -0.379 -0.892 -0.818 0.254 0.445 0.477 -0.2838
H -1.046 0.698 2.033 0.262 -0.175 -0.098 0.0856
H 0.199 -0.621 -2.951 0.039 0.005 -0.141 0.1097
H -1.031 -1.051 1.922 0.257 0.155 -0.074 0.0783
S 1.291 2.291 0.604 -0.277 -0.382 0.187 0.8239
N 0.635 0.952 -0.271 0.155 0.149 -0.027 -0.5088
O -1.081 -2.058 -0.852 0.131 0.014 -0.537 0.0600
H -1.412 -2.268 0.015 -0.171 -0.097 0.493 0.0863
C 0.213 -0.281 -1.933 -0.011 0.149 0.247 -0.0882
C -0.427 -0.156 1.715 -0.254 0.029 0.380 -0.0438
N 0.833 0.851 -1.594 -0.295 -0.372 0.378 0.0138
C -0.085 -0.076 0.272 0.054 -0.038 -0.786 -0.2837